(1)
DFT (ωB97M-V/def2-TZVPD) results for a structure of composition C28H31Cl2N9O12Ti in a non-equilibrium geometry.

CARTESIAN COORDINATES (ANGSTROEM)
Ti -1.654 1.763 -1.153
O 1.092 -1.836 -1.946
C -0.143 -1.362 -2.295
O -1.092 -1.909 -1.806
C -0.146 -0.238 -3.261
C 0.677 -0.299 -4.319
C 0.481 0.682 -5.381
C -0.496 1.665 -5.230
C -1.164 1.753 -3.969
N -1.088 0.769 -3.033
C -1.929 2.881 -3.646
O -2.196 3.979 -4.370
O -2.628 2.861 -2.537
H 0.855 -2.569 -1.340
H 1.459 -1.017 -4.427
H 0.948 0.568 -6.369
H -0.736 2.376 -6.006
H -1.665 3.976 -5.209
N -2.612 -2.282 4.385
N -1.332 -2.102 3.878
C -0.229 -2.458 4.515
N 0.944 -2.252 3.893
N -0.410 -2.971 5.740
N 0.656 -3.283 6.490
O 0.367 -3.958 7.468
O 1.777 -2.709 6.334
H -2.604 -2.037 5.376
H -2.897 -3.252 4.396
H -1.257 -1.784 2.906
H 1.037 -1.643 3.052
H 1.780 -2.281 4.450
O -1.426 3.181 0.446
N -0.489 3.776 -0.112
O -0.040 4.817 0.167
O -0.060 3.149 -1.136
Cl 3.357 3.799 -1.614
C 3.921 2.403 -2.537
C 4.598 2.679 -3.666
C 5.111 1.682 -4.490
C 4.994 0.374 -4.066
C 4.289 0.131 -2.880
Cl 4.112 -1.519 -2.419
C 3.694 1.120 -2.079
N 2.957 0.857 -0.959
C 3.460 0.569 0.285
C 4.758 0.174 0.464
C 5.219 -0.317 1.711
C 4.390 -0.293 2.820
C 3.101 0.262 2.639
C 2.640 0.657 1.383
C 1.231 1.215 1.230
C 0.177 0.206 0.921
O 0.185 -0.835 1.538
O -0.592 0.490 -0.080
H 4.763 3.726 -3.913
H 5.512 1.775 -5.496
H 5.354 -0.493 -4.599
H 2.022 1.356 -0.976
H 5.448 0.119 -0.354
H 6.249 -0.646 1.828
H 4.675 -0.598 3.806
H 2.490 0.364 3.501
H 1.209 2.043 0.562
H 1.000 1.700 2.195
O -3.643 1.138 -0.753
C -4.155 0.112 -0.300
C -5.426 0.154 0.556
C -5.198 -0.049 2.046
C -4.869 -1.505 2.400
C -3.656 -2.109 1.723
C -3.771 -2.262 0.179
N -3.500 -1.003 -0.517
H -6.147 -0.618 0.234
H -5.832 1.121 0.342
H -6.124 0.186 2.635
H -4.341 0.544 2.329
H -5.751 -2.043 2.022
H -4.844 -1.532 3.494
H -3.452 -3.142 2.202
H -2.788 -1.534 1.957
H -4.833 -2.565 0.008
H -3.181 -2.916 -0.341
H -2.592 -0.925 -0.924

## Properties
**Energy above the lowest of the compared OMol25 structures with the same formula, charge and spin**: 0.0 kcal/mol
**Spin multiplicity**: 3
**Kohn-Sham gap (alpha / beta)**: 6.68 / 6.94 eV
**Largest force on an atom**: 3.76 eV/A
**HOMO energy (alpha / beta)**: -7.293 / -8.162 eV


(2)
DFT (ωB97M-V/def2-TZVPD) results for a cluster of 2 separate species, C28H31ClN2O2S in total in a non-equilibrium geometry.

CARTESIAN COORDINATES (ANGSTROEM)
C -6.632 -2.997 2.542
C -7.081 -2.422 1.192
C -6.019 -1.388 0.780
N -4.895 -1.621 1.672
C -3.750 -0.887 1.591
C -3.647 0.215 0.700
C -2.448 0.867 0.495
C -1.235 0.370 1.072
C 0.022 0.922 0.733
C 1.248 0.230 1.036
C 1.442 -1.077 0.516
C 2.624 -1.750 0.713
C 3.631 -1.233 1.571
N 4.843 -1.869 1.653
C 5.703 -1.823 2.828
C 6.830 -2.835 2.556
C 6.725 -3.225 1.075
C 5.323 -2.790 0.626
C 3.376 0.006 2.224
C 2.242 0.744 1.915
C -1.363 -0.725 1.996
C -2.581 -1.298 2.287
C -5.156 -2.596 2.722
H -7.229 -2.562 3.350
H -6.753 -4.082 2.559
H -7.121 -3.208 0.432
H -8.070 -1.961 1.248
H -5.746 -1.488 -0.285
H -6.390 -0.356 0.914
H -4.545 0.541 0.167
H -2.404 1.748 -0.143
H 0.073 1.882 0.209
H 0.630 -1.541 -0.047
H 2.790 -2.716 0.228
H 6.102 -0.810 3.002
H 5.139 -2.112 3.731
H 7.808 -2.418 2.804
H 6.665 -3.726 3.172
H 7.483 -2.692 0.488
H 6.862 -4.300 0.927
H 4.673 -3.678 0.546
H 5.368 -2.316 -0.368
H 4.098 0.386 2.951
H 2.045 1.709 2.383
H -0.479 -1.142 2.484
H -2.665 -2.107 3.008
H -4.986 -2.167 3.727
H -4.510 -3.491 2.639
Cl 0.028 0.585 -2.471
C -0.150 2.159 -1.985
S 0.917 3.362 -2.649
C 0.298 4.139 -4.170
C 0.642 3.582 -5.405
C 0.320 4.243 -6.593
C -0.361 5.463 -6.562
C -0.676 6.037 -5.326
C -0.350 5.381 -4.135
O 0.954 4.447 -1.685
O 2.129 2.696 -3.077
H -1.131 2.465 -1.616
H 1.178 2.636 -5.442
H 0.599 3.799 -7.551
H -0.658 5.957 -7.490
H -1.186 7.001 -5.286
H -0.590 5.838 -3.178

## Properties
**Energy above the lowest of the compared OMol25 structures with the same formula, charge and spin**: 24.3 kcal/mol
**Kohn-Sham gap**: 4.07 eV
**Largest force on an atom**: 2.92 eV/A
**HOMO energy**: -5.752 eV


(3)
DFT (ωB97M-V/def2-TZVPD) results for a cluster of 3 separate species, C28H31F7O2Si in total in a non-equilibrium geometry.

CARTESIAN COORDINATES (ANGSTROEM)
C 1.797 -1.592 2.363
C 0.443 -2.345 1.934
C -0.908 -1.509 2.310
O -1.795 -1.656 1.168
Si -3.017 -0.392 1.151
C -4.078 -0.703 2.750
C -4.053 -2.253 3.199
O -3.611 -2.562 4.349
C -4.125 -0.769 -0.349
C -4.935 0.470 -0.967
C -6.058 1.108 -0.015
C -2.270 1.371 1.235
F -3.071 2.413 0.658
F -2.178 1.706 2.657
C -0.796 1.538 0.661
C -0.050 0.574 -0.284
C 1.431 0.852 -0.736
C 2.151 2.132 -0.218
C 1.427 3.155 0.701
C 2.152 4.477 1.199
F 2.215 4.485 2.628
F 3.490 4.429 0.699
F 1.520 5.629 0.675
C -0.025 2.835 1.114
H 2.585 -1.858 1.557
H 2.189 -2.040 3.338
H 1.725 -0.453 2.358
H 0.380 -3.436 2.298
H 0.455 -2.407 0.777
H -0.676 -0.429 2.601
H -1.308 -2.028 3.265
H -3.714 -0.096 3.650
H -5.184 -0.438 2.606
H -4.422 -3.111 2.537
H -3.496 -1.323 -1.136
H -4.913 -1.542 0.006
H -5.478 0.083 -1.915
H -4.157 1.223 -1.354
H -5.884 0.974 1.104
H -6.078 2.240 -0.243
H -7.070 0.673 -0.336
H -0.563 -0.361 -0.675
H 1.915 0.072 -1.412
H 3.231 2.309 -0.531
H -0.570 3.592 1.791
F -4.119 -3.662 -1.865
C -3.037 -4.321 -2.308
C -1.776 -3.790 -2.082
C -0.654 -4.475 -2.537
C -0.806 -5.679 -3.222
C -2.077 -6.200 -3.447
C -3.199 -5.521 -2.983
H -1.678 -2.848 -1.554
H 0.337 -4.073 -2.358
H 0.069 -6.211 -3.580
H -2.194 -7.135 -3.984
H -4.195 -5.917 -3.142
F 5.670 1.720 -1.855
C 6.528 2.722 -1.599
C 6.036 3.996 -1.366
C 6.923 5.033 -1.096
C 8.293 4.786 -1.074
C 8.777 3.503 -1.316
C 7.889 2.464 -1.574
H 4.966 4.171 -1.395
H 6.547 6.033 -0.904
H 8.985 5.597 -0.868
H 9.845 3.313 -1.302
H 8.248 1.457 -1.756

## Properties
**Structure (SMILES)**: CCCO[Si@](CC=O)(CCC)C(F)(F)c1cccc(C(F)(F)F)c1.Fc1ccccc1.Fc1ccccc1
**Kohn-Sham gap**: 9.09 eV
**Largest force on an atom**: 4.77 eV/A
**HOMO energy**: -9.415 eV


(4)
DFT (ωB97M-V/def2-TZVPD) results for a structure of composition C28H31GeN5ORhS.

CARTESIAN COORDINATES (ANGSTROEM)
Rh 1.155 -0.044 0.051
O 3.254 0.446 -0.472
N 3.692 1.458 0.249
C 4.961 1.871 0.036
C 5.503 2.910 0.748
C 4.739 3.545 1.720
C 3.449 3.109 1.934
C 2.918 2.068 1.182
S 1.217 1.611 1.388
H 5.482 1.314 -0.727
H 6.520 3.211 0.543
H 5.148 4.359 2.300
H 2.816 3.564 2.682
C -2.429 -1.366 0.350
Ge -1.291 0.226 0.081
C -2.054 1.619 1.217
C -2.068 2.945 0.788
C -2.631 3.936 1.577
C -3.181 3.612 2.810
C -3.171 2.296 3.249
C -2.610 1.304 2.455
C -1.367 0.716 -1.842
C -0.207 0.662 -2.587
C -0.199 0.921 -3.975
C -1.363 1.241 -4.606
C -2.580 1.323 -3.885
C -3.791 1.667 -4.531
C -4.959 1.755 -3.832
C -4.973 1.508 -2.444
C -3.821 1.171 -1.793
C -2.591 1.062 -2.488
H -3.444 -1.103 0.049
H -2.473 -1.683 1.392
H -2.123 -2.204 -0.277
H -1.648 3.202 -0.180
H -2.647 4.960 1.227
H -3.623 4.384 3.426
H -3.603 2.039 4.207
H -2.616 0.278 2.806
H 0.746 0.466 -2.095
H 0.732 0.868 -4.525
H -1.375 1.446 -5.669
H -3.774 1.862 -5.597
H -5.878 2.020 -4.338
H -5.902 1.592 -1.895
H -3.838 1.005 -0.723
C 2.832 -2.222 0.962
N 1.382 -1.969 0.620
C 1.042 -2.822 -0.571
N 1.279 -4.216 -0.283
C 2.692 -4.403 0.062
N 3.060 -3.618 1.241
C 2.216 -4.031 2.367
N 0.797 -3.833 2.060
C 0.558 -2.436 1.786
C 0.458 -4.613 0.867
H 3.071 -1.607 1.830
H 3.434 -1.897 0.115
H 1.668 -2.503 -1.410
H -0.009 -2.659 -0.817
H 3.312 -4.101 -0.782
H 2.866 -5.459 0.265
H 2.479 -3.448 3.250
H 2.392 -5.085 2.577
H 0.826 -1.818 2.643
H -0.486 -2.278 1.537
H -0.596 -4.463 0.626
H 0.625 -5.670 1.069

## Properties
**Total charge**: +1
**Kohn-Sham gap (alpha / beta)**: 5.88 / 5.87 eV
**Largest force on an atom**: 0.72 eV/A
**HOMO energy (alpha / beta)**: -10.463 / -10.463 eV


(5)
DFT (ωB97M-V/def2-TZVPD) results for a structure of composition C28H31IN4NaOPS in a non-equilibrium geometry.

CARTESIAN COORDINATES (ANGSTROEM)
Na -0.356 -0.239 0.770
C 3.379 2.315 -3.516
C 3.668 1.185 -2.545
N 2.797 0.023 -2.735
C 3.218 -0.957 -3.743
C 2.504 -0.808 -5.076
C 1.633 -0.131 -2.080
S 1.128 1.160 -1.000
N 0.954 -1.233 -2.449
C 0.094 -1.897 -1.677
O -0.100 -1.781 -0.454
C -0.705 -2.952 -2.406
C -1.803 -3.533 -1.785
C -2.565 -4.483 -2.449
C -2.226 -4.871 -3.738
C -1.123 -4.304 -4.361
C -0.370 -3.346 -3.698
H 4.023 3.171 -3.309
H 2.340 2.630 -3.414
H 3.552 2.025 -4.553
H 3.550 1.530 -1.521
H 4.695 0.828 -2.652
H 3.073 -1.958 -3.339
H 4.293 -0.814 -3.870
H 1.433 -0.954 -4.952
H 2.880 -1.544 -5.789
H 2.664 0.180 -5.506
H -2.053 -3.234 -0.776
H -3.427 -4.921 -1.962
H -2.817 -5.616 -4.257
H -0.847 -4.605 -5.363
H 0.491 -2.893 -4.170
I -5.583 3.920 0.419
C -3.878 2.837 0.138
C -2.921 3.003 -0.839
N -1.982 2.073 -0.620
N -2.261 1.307 0.448
C -3.421 1.753 0.905
H -2.833 3.701 -1.654
H -1.134 1.857 -1.147
H -3.872 1.287 1.766
C 1.133 -0.996 5.067
P 0.567 -0.565 3.385
C 1.155 1.166 3.192
C 2.498 1.439 3.462
C 3.045 2.680 3.185
C 2.264 3.678 2.617
C 0.932 3.422 2.339
C 0.382 2.179 2.625
C -1.246 -0.376 3.639
C -2.086 -1.295 3.013
C -3.460 -1.270 3.235
C -4.001 -0.321 4.084
C -3.173 0.606 4.714
C -1.808 0.577 4.493
H 2.210 -1.153 5.071
H 0.662 -1.941 5.341
H 0.874 -0.237 5.806
H 3.138 0.672 3.884
H 4.089 2.865 3.404
H 2.690 4.646 2.390
H 0.309 4.187 1.895
H -0.666 2.013 2.399
H -1.666 -2.055 2.360
H -4.099 -1.989 2.739
H -5.069 -0.291 4.257
H -3.602 1.342 5.380
H -1.167 1.304 4.980

## Properties
**Energy above the lowest of the compared OMol25 structures with the same formula, charge and spin**: 0.0 kcal/mol
**Kohn-Sham gap**: 8.18 eV
**Largest force on an atom**: 1.01 eV/A
**HOMO energy**: -7.888 eV


(6)
DFT (ωB97M-V/def2-TZVPD) results for the molecule C28H31N3O4 in a non-equilibrium geometry.

CARTESIAN COORDINATES (ANGSTROEM)
C 4.925 -0.167 0.441
C 3.516 -0.161 -0.036
C 2.915 0.475 -1.080
C 1.549 0.099 -1.047
C 1.412 -0.740 0.021
C 0.240 -1.449 0.613
C -0.373 -2.582 -0.260
O -1.337 -3.190 0.153
N 0.304 -2.876 -1.377
C -0.231 -3.765 -2.390
C -0.844 -2.960 -3.541
C 0.224 -2.251 -4.371
C 1.263 -3.244 -4.883
C 1.914 -3.982 -3.718
C 0.858 -4.715 -2.894
N -0.847 -0.535 0.954
C -0.977 -0.131 2.333
C -0.086 1.022 2.697
C -0.202 1.965 3.675
C 0.941 2.793 3.563
C 1.664 2.292 2.528
O 1.052 1.216 2.003
C -1.622 -0.105 -0.069
O -1.420 -0.483 -1.210
C -2.735 0.874 0.255
C -2.187 2.168 0.766
C -1.114 2.849 0.267
N -0.903 3.991 0.990
C -1.835 4.067 1.982
C -2.022 5.020 2.975
C -3.057 4.823 3.862
C -3.893 3.707 3.766
C -3.715 2.761 2.783
C -2.673 2.930 1.872
O 2.608 -0.904 0.634
H 5.523 0.501 -0.171
H 4.974 0.156 1.480
H 5.343 -1.172 0.384
H 3.382 1.130 -1.787
H 0.771 0.404 -1.716
H 0.579 -1.930 1.537
H 0.992 -2.208 -1.691
H -1.019 -4.338 -1.889
H -1.531 -2.225 -3.119
H -1.410 -3.640 -4.180
H 0.715 -1.486 -3.766
H -0.252 -1.744 -5.213
H 2.025 -2.721 -5.465
H 0.777 -3.968 -5.542
H 2.451 -3.270 -3.087
H 2.644 -4.702 -4.095
H 1.325 -5.212 -2.042
H 0.386 -5.480 -3.514
H -0.731 -0.996 2.963
H -2.007 0.149 2.556
H -1.003 2.066 4.378
H 1.181 3.642 4.170
H 2.592 2.589 2.081
H -3.286 1.035 -0.676
H -3.424 0.438 0.980
H -0.477 2.592 -0.558
H -0.161 4.650 0.833
H -1.374 5.882 3.047
H -3.230 5.543 4.648
H -4.694 3.592 4.482
H -4.372 1.905 2.718

## Properties
**Energy above the lowest of the compared OMol25 structures with the same formula, charge and spin**: 13.1 kcal/mol
**Structure (SMILES)**: Cc1ccc([C@H](C(=O)NC2CCCCC2)N(Cc2ccco2)C(=O)Cc2c[nH]c3ccccc23)o1
**Kohn-Sham gap**: 8.53 eV
**Largest force on an atom**: 1.03 eV/A
**HOMO energy**: -7.930 eV